A cluster of 2 separate species, C24H26N2O6 in total in a non-equilibrium geometry, computed with the ωB97M-V functional and the def2-TZVPD basis.

```
! wB97M-V def2-TZVPD RIJCOSX def2/J DEFGRID3
* xyz 0 1
H -4.4226 -1.2962 3.4906
C 1.4780 2.9092 -3.1295
C 1.7837 1.4190 -0.4421
C 1.8074 -2.5547 2.9066
H -0.0058 1.3432 -2.9286
C 0.6448 5.7449 -2.5817
C -0.5830 1.8028 -0.0575
H -4.9254 -5.1166 0.9718
C 0.9648 1.2604 -5.7365
H 0.9378 0.6410 2.7714
C 0.5526 5.1014 -3.9525
C 3.1941 -2.3569 2.4358
H 0.0831 5.1595 -1.8572
C -4.0130 -4.6886 1.3777
N 2.1704 1.2314 -4.9039
H 0.8681 3.5079 -5.0798
C 0.8236 0.9748 1.7498
H 1.0239 2.0827 -6.4519
O 4.1178 -1.9052 3.3214
C -0.0257 -2.6347 4.2079
C -0.3559 -3.0833 2.9523
H 0.0654 1.3696 -5.1303
C 1.9321 0.9953 0.8889
O 0.1134 5.7415 -4.8940
H -3.8844 -0.9833 5.1496
H 1.6880 5.8104 -2.2804
C -2.8869 -3.3546 3.0887
C 2.4482 1.8816 -3.7637
H 2.0592 3.4768 -2.4022
H -2.7545 -5.4969 -0.1711
H 4.9426 -1.8608 2.8128
C -2.7961 -4.9025 0.7370
C -4.1051 -1.7718 4.4245
C 0.3037 2.2335 -2.3823
H 0.8868 0.3253 -6.2945
H -0.6881 -4.5463 0.7508
H -1.2896 1.3629 1.9369
O 0.7619 -3.0399 2.1514
H -0.5495 2.9132 -2.3933
O 3.5469 1.6996 -3.2567
H 1.9720 -1.9044 4.9958
N 0.9424 3.8409 -4.1330
C -1.6262 -4.3594 1.2679
C 0.5236 1.8238 -0.9307
H 2.6523 1.4059 -1.0757
H 2.9191 0.6257 -5.2077
H 0.2226 6.7474 -2.6364
O -2.9362 -2.5781 4.2229
C -4.0554 -3.9217 2.5423
H -5.0174 -3.7815 3.0213
O 3.4675 -2.6070 1.2729
H 2.9003 0.6702 1.2432
C -1.6465 -3.5971 2.4519
H -0.6782 -2.5760 5.0714
C 1.3694 -2.2898 4.1777
H -1.5591 2.0985 -0.4145
C -0.4345 1.3826 1.2767
H -4.9286 -2.3755 4.8179
*
```

Properties
calculated total energy: -1491.1047 Ha
LUMO level: 0.17 eV
frontier orbital gap: 8.467 eV
maximum force: 2.7 eV/Å
HOMO level: -8.3 eV
SMILES string: CNC(=O)[C@H](Cc1ccccc1)NC(C)=O.COc1ccccc1-c1ccc(C(=O)O)o1

Mulliken population analysis, charges in e, atoms 1 to 6: 0.394 -0.072 -0.124 0.283 0.225 -1.021

***

The molecule C24H26N4O5S in a non-equilibrium geometry, computed with the ωB97M-V functional and the def2-TZVPD basis.

```
! wB97M-V def2-TZVPD RIJCOSX def2/J DEFGRID3
* xyz 0 1
C 3.8326 2.4173 1.7303
H -0.2425 3.1859 1.7644
H -1.4951 -1.1125 -1.9215
C -0.9981 -2.8302 2.2201
C -2.6476 -2.8754 0.4959
O 1.1937 1.8050 1.8108
H 4.6041 1.7100 -0.9807
C 2.9363 0.1900 1.6990
H -0.0707 -2.6273 4.0948
H 4.7220 2.8532 -3.8264
C -0.2366 2.8958 -1.5717
C 4.5560 2.5329 -1.7025
H -0.4345 2.0025 3.0848
O 3.8982 1.0711 1.2988
C -0.1550 2.1351 2.0347
C 2.4745 -2.1368 2.1902
H -3.7405 -0.4304 -0.0060
H 3.1114 2.9952 1.1508
O -4.4698 -2.2521 -2.4532
H 5.3451 3.2507 -1.4611
H -4.8755 0.9581 -1.6037
H 0.6251 -0.3708 -1.3828
C -2.8365 1.5232 -2.0381
C -3.9556 0.4972 -1.9574
N -3.3842 -3.0097 -0.6484
H -1.0956 3.5421 -1.6271
O 3.3590 3.2715 -1.5451
C 0.7532 -0.4944 2.4402
H 5.6994 1.5119 -3.2117
C 1.0298 3.4346 -1.5748
H -1.3770 -0.6256 -0.2112
O -2.9463 2.6460 -2.4684
C 1.1816 -1.8119 2.5558
H 4.8337 2.8190 1.5736
H 2.8283 0.5742 -1.3795
C 2.1635 2.6207 -1.5276
C -3.4236 -0.5951 -1.0381
C 1.5951 0.5129 1.9917
N -2.8773 -2.0164 1.4260
H 0.6798 -3.8482 3.0358
C 0.2152 -2.8632 3.0672
H 3.9493 1.3274 -3.3969
H 3.5785 2.4796 2.7906
H 4.3615 -1.3652 1.5265
S -1.1715 -3.8147 0.7708
H -3.5221 -3.9442 -1.0152
H -0.2682 -0.2689 2.7042
H 2.8227 -3.1568 2.2472
C 4.7428 2.0204 -3.1277
C -1.8951 -0.4337 -1.1547
C 3.3392 -1.1366 1.7834
C -0.4141 1.5130 -1.5233
C 0.7137 0.7030 -1.4412
H -0.8245 1.5470 1.4006
N -1.9576 -1.9935 2.3758
N -1.7012 0.9448 -1.5466
C 1.9871 1.2453 -1.4470
H -4.1437 0.1006 -2.9587
H 1.1695 4.5032 -1.6187
C -3.8433 -1.9889 -1.4607
*
```

Properties
calculated total energy: -1923.5658 Ha
LUMO level: 0.17 eV
frontier orbital gap: 8.057 eV
maximum force: 1.6 eV/Å
HOMO level: -7.9 eV
SMILES string: CCOc1ccc(N2C[C@H](C(=O)Nc3nnc(Cc4ccc(OC)c(OC)c4)s3)CC2=O)cc1

Mulliken population analysis, charges in e, atoms 1 to 6: -0.725 0.282 0.266 0.657 0.329 -0.315

***

A structure of composition C24H26N4S2SiV in a non-equilibrium geometry, computed with the ωB97M-V functional and the def2-TZVPD basis.

```
! wB97M-V def2-TZVPD RIJCOSX def2/J DEFGRID3
* xyz 0 4
H -1.5017 -1.9785 1.8325
H 2.4111 0.0435 -1.6625
H -1.1205 4.8531 0.9592
C -1.9245 -0.0298 2.3370
C -6.9691 -2.6690 -4.0770
H -2.9735 0.0283 -3.2879
H -2.3146 3.4304 2.8561
C -1.0291 -0.3459 -5.9400
H -4.1244 0.8442 -4.9373
H -4.6698 -5.0232 -3.1845
H -3.1231 -3.1979 -3.8065
C 0.5826 2.8111 -1.3558
H -0.8173 0.4814 -5.2592
C -0.0369 -0.8261 -6.7971
C -6.4596 -3.8950 -3.6299
C -0.6393 4.1325 0.3116
S 0.4018 4.5135 -1.0199
C -6.1065 -1.6213 -4.4135
H -1.9724 -1.3332 -1.9591
C 1.7587 0.1328 0.4810
H 0.9642 -0.4007 -6.7517
C -4.2028 -3.0436 -3.8738
H -2.3701 -1.7127 3.3485
C 1.0034 -0.7889 1.2634
H -7.1379 -4.7024 -3.3505
C 0.5648 -1.8541 0.4062
C -1.5001 -0.3781 -2.2233
N 1.3003 2.3767 -2.4027
H -1.8408 -3.1793 -8.4805
H 2.3069 0.9934 0.8607
H -6.5008 -0.6631 -4.7657
H -8.0478 -2.5273 -4.1510
S -2.6762 1.0372 3.5039
C -4.7138 -1.8001 -4.2889
C 1.0831 -1.6002 -0.9032
C -1.6115 -2.3895 -7.7628
H 0.8779 -0.7470 2.3414
H 1.4237 1.3843 -2.5860
N -1.9377 -1.3532 2.5077
N -1.3515 0.6141 1.3057
C -2.3031 -0.9499 -5.9276
C 1.8014 -0.3593 -0.8633
H 0.4653 -2.2380 -8.3612
H -3.6172 -2.3464 -6.9612
H -0.7974 -0.3692 -3.0621
C -2.6094 -1.9267 -6.8964
C -2.1416 2.3976 2.5916
Si -3.4757 -0.4606 -4.5871
C -0.3194 -1.8566 -7.7035
H 0.9588 -2.2330 -1.7765
H -1.8942 0.5662 -1.8285
H 1.7812 3.0711 -2.9545
C -0.7722 2.7708 0.4705
C -1.4443 2.0067 1.4648
N -0.0914 2.0204 -0.5050
C -5.0773 -4.0784 -3.5335
H 0.0241 -2.7420 0.7101
V -0.2094 -0.0544 -0.3535
*
```

Properties
calculated total energy: -3178.9307 Ha
LUMO level (spin up / spin down): 0.14 / 0.17 eV
frontier orbital gap (spin up / spin down): 5.304 / 5.571 eV
maximum force: 3.8 eV/Å
HOMO level (spin up / spin down): -5.2 / -5.4 eV

Mulliken population analysis, charges in e, atoms 1 to 6: 0.104 1.005 0.420 0.378 -0.390 0.182